No. 1
Entry from the OMol25 dataset: the molecule C5H5ClN2O4 in a non-equilibrium geometry (the ωB97M-V functional and the def2-TZVPD basis).

XYZ file:
```
17
Properties=species:S:1:pos:R:3:forces:R:3
C -1.48588 -0.43940 -1.01920 -3.201 0.258 1.324
C -1.68748 -0.00686 0.47330 1.273 -3.220 0.958
O -1.73792 1.38735 0.51499 0.131 2.388 0.929
C -0.65904 2.15467 0.46673 0.203 -0.931 -0.787
O -0.62446 3.34367 0.44151 0.306 -1.143 0.140
N 0.51425 1.27814 0.33353 1.267 0.617 -0.119
C 1.41322 0.55369 0.06100 -1.923 1.172 0.367
C 2.31982 -0.39672 -0.18525 0.787 1.909 -1.090
Cl 3.66476 -0.16830 -1.20268 0.162 0.111 0.000
N 2.13848 -1.55179 0.52651 2.040 -1.720 -0.770
O 1.08214 -1.63585 1.08618 -1.934 -0.800 1.624
O 3.02506 -2.39586 0.49939 -0.548 0.181 0.279
H -2.37616 -1.01572 -1.40449 1.489 -0.368 0.552
H -1.69080 0.46892 -1.53396 0.525 0.917 -0.824
H -0.49439 -0.78541 -1.15164 0.555 -0.782 -0.618
H -0.77436 -0.48660 1.06839 -2.123 1.375 -0.878
H -2.62724 -0.30393 1.02568 0.991 0.035 -1.086
```
Forces are in eV/Å.

Its multiplicity is 1. As for the SMILES: CCOC(=O)N=C=C(Cl)[N+](=O)[O-]. The value obtained for the relative energy (zero: lowest compared OMol25 entry of this formula, charge and spin) is 1.053 eV. The calculation puts the HOMO energy at -9.64 eV. As for the total energy: -28952.8977 eV.


No. 2
Entry from the OMol25 dataset: a 2-piece molecular cluster, C5H5ClO overall in a non-equilibrium geometry (the ωB97M-V functional and the def2-TZVPD basis).

XYZ file:
```
12
Properties=species:S:1:pos:R:3:forces:R:3
C 0.74820 0.27022 0.53479 1.389 -0.894 0.141
C -0.02585 -0.66778 -0.33760 0.156 2.267 1.679
C 0.61676 1.42971 1.14301 -0.690 -2.892 -2.080
C -1.51618 0.80636 -0.57295 0.642 -4.836 1.122
C 0.55467 -1.90683 -0.55301 -2.907 0.667 -0.544
O 0.58129 2.41638 1.69692 -0.060 2.714 1.552
Cl 2.05380 -2.29223 0.22927 0.159 -0.366 -0.188
H 1.75921 -0.02798 0.86585 -0.305 -0.103 -0.205
H -1.84955 1.15803 0.42357 0.245 -0.672 -0.857
H -2.13538 0.28020 -1.25667 -1.278 -0.077 0.053
H -0.87699 1.36286 -1.12027 1.942 2.280 -1.303
H 0.09000 -2.82893 -1.05291 0.707 1.912 0.632
```
Forces are in eV/Å.

Its multiplicity is 1. The value obtained for the relative energy (zero: lowest compared OMol25 entry of this formula, charge and spin) is 4.087 eV. The calculation puts the HOMO energy at -8.21 eV. As for the total energy: -19830.9258 eV.


No. 3
Entry from the OMol25 dataset: the molecule C5H5ClO in a non-equilibrium geometry (the ωB97M-V functional and the def2-TZVPD basis).

XYZ file:
```
12
Properties=species:S:1:pos:R:3:forces:R:3
C -1.09574 1.42104 -0.20391 -0.622 -2.648 1.117
C -0.12108 0.26336 -0.06234 -1.539 -1.696 1.607
C 0.98565 -0.17512 -0.80878 1.171 -0.265 -0.815
C 1.40988 -1.35773 -0.26168 1.855 -0.921 -1.421
O 0.67163 -1.68422 0.80286 -0.168 -0.447 0.356
C -0.25578 -0.73882 0.93618 0.118 2.098 -1.383
Cl -1.18127 -0.81200 2.36015 -0.249 -0.006 -0.060
H -1.59104 1.29488 0.78755 0.251 1.574 -0.492
H -0.54442 2.27959 -0.46307 0.207 1.474 0.301
H -1.94317 1.28952 -0.90145 0.757 -0.285 -0.146
H 1.47697 0.36755 -1.63163 -0.464 -0.556 0.428
H 2.18835 -2.14803 -0.55387 -1.317 1.677 0.508
```
Forces are in eV/Å.

Its multiplicity is 1. As for the SMILES: Cc1ccoc1Cl. The value obtained for the relative energy (zero: lowest compared OMol25 entry of this formula, charge and spin) is 0.331 eV. The calculation puts the HOMO energy at -8.34 eV. As for the total energy: -19834.6821 eV.


No. 4
Entry from the OMol25 dataset: the molecule C5H5ClO2 in a non-equilibrium geometry (the ωB97M-V functional and the def2-TZVPD basis).

XYZ file:
```
13
Properties=species:S:1:pos:R:3:forces:R:3
O 1.75535 1.86852 1.31885 -3.109 -0.357 -1.237
C 1.03546 1.03488 0.37039 2.988 -0.835 1.602
C 1.64091 0.01292 -0.33697 1.501 0.843 -0.984
O 0.67222 -0.74022 -0.92756 -1.362 -0.557 1.328
C -0.48946 -0.34771 -0.32981 -4.333 -2.074 -1.452
C -1.85719 -1.27887 -0.37223 1.972 4.038 -0.303
Cl -2.74340 -1.23121 -1.93992 0.291 -0.019 0.327
C -0.41601 0.76653 0.38221 2.439 2.987 2.180
H 2.70233 1.81775 1.30943 0.567 -0.551 -0.677
H 2.69976 -0.33911 -0.66148 -2.066 1.213 0.934
H -1.41844 -2.22838 -0.26724 -0.432 -1.511 0.653
H -2.54013 -0.79354 0.40884 1.137 -1.409 -0.984
H -1.04142 1.45846 1.04548 0.407 -1.768 -1.387
```
Forces are in eV/Å.

Its multiplicity is 1. As for the SMILES: Oc1coc(CCl)c1. The value obtained for the relative energy (zero: lowest compared OMol25 entry of this formula, charge and spin) is 2.138 eV. The calculation puts the HOMO energy at -8.67 eV. As for the total energy: -21880.9101 eV.